Record 1
Molecular formula: C51H71N13O3PS
Method: DFT, ωB97M-V with the def2-TZVPD basis set

Summary:
net charge	+1
relative energy (zero: lowest compared OMol25 entry of this formula, charge and spin)	0.0	kJ/mol
Kohn-Sham gap	0.164	Ha
E	-99666.45371	eV
highest occupied orbital energy	-0.3203	Eh

```
140
Properties=species:S:1:pos:R:3:forces:R:3
C 0.07943 -7.81811 -0.93429 -0.2 -0.2 -0.1
C 0.98716 -8.99821 -1.19474 0.0 0.7 0.6
C 2.35692 -8.84865 -0.52673 -0.4 0.0 -0.8
O 2.50997 -7.50169 0.01155 -0.1 0.1 0.3
S 2.69841 -7.36975 1.59496 1.6 -0.6 0.1
N 2.36401 -5.79320 1.88615 -0.1 -0.2 -0.8
P 0.92031 -8.17037 2.76085 -2.1 0.8 0.1
O 0.57349 -9.57879 2.10018 0.8 -0.3 -0.2
O 1.69858 -8.53958 4.08597 0.6 -0.3 0.1
H -0.10382 -7.69262 0.11647 -0.1 0.3 0.7
H 0.46272 -6.91923 -1.37766 0.3 0.5 -0.2
H -0.88626 -7.99263 -1.36661 -0.5 -0.2 -0.3
H 1.12712 -9.04514 -2.25170 0.1 -0.4 -0.7
H 0.47818 -9.86944 -0.83128 0.0 -0.7 0.0
H 3.12345 -8.93677 -1.27081 0.6 0.0 -0.2
H 2.54213 -9.60142 0.21995 0.1 -0.2 0.5
H 3.17828 -5.26485 1.58439 0.1 0.3 0.3
H 1.59504 -5.51696 1.27281 -0.3 0.2 0.3
H 1.23813 -10.27491 2.24751 -0.4 -0.2 -0.2
H 2.04464 -9.44682 4.14143 0.2 0.3 0.4
N 0.38895 -2.91189 3.41028 0.1 0.0 0.0
C 1.42084 -2.06690 3.08358 -0.1 -0.1 -0.1
C 1.06937 -0.80938 3.49007 0.0 0.0 -0.1
C -0.21665 -0.89948 4.08787 0.0 0.1 0.0
C -0.61054 -2.20756 4.02428 0.0 0.0 0.0
H 0.36459 -3.89814 3.23561 0.0 -0.1 0.2
H 2.30804 -2.43021 2.59225 0.0 0.0 0.0
H 1.66423 0.07967 3.37719 -0.1 0.1 0.0
H -0.78683 -0.09312 4.51486 0.0 0.0 0.0
H -1.51026 -2.69803 4.35787 0.0 0.0 0.0
N -1.38895 -4.87199 -0.18769 -0.1 0.0 0.2
C -1.45374 -3.87794 0.76335 0.1 -0.2 -0.2
C -2.67464 -3.27615 0.65114 -0.1 0.1 0.0
C -3.37571 -3.92428 -0.40244 -0.1 0.0 0.0
C -2.56499 -4.91020 -0.89238 0.1 0.1 0.0
H -0.60752 -5.47546 -0.35050 0.0 0.0 -0.1
H -0.63839 -3.67511 1.43406 0.0 0.1 -0.1
H -3.02550 -2.45504 1.25362 0.0 0.0 0.0
H -4.36418 -3.68975 -0.75803 0.0 0.0 0.0
H -2.71637 -5.62258 -1.68432 0.0 0.0 0.0
N -2.10436 -5.75936 3.73468 0.1 0.0 0.0
C -3.31781 -5.29222 4.15409 0.0 0.0 0.0
C -3.40461 -5.49961 5.50355 0.0 0.0 0.0
C -2.19461 -6.11433 5.91835 0.1 0.0 0.0
C -1.40843 -6.26044 4.80726 -0.1 0.0 -0.1
H -1.78751 -5.73382 2.78357 -0.1 0.0 -0.1
H -4.01054 -4.85571 3.45771 0.0 0.0 0.0
H -4.24312 -5.23994 6.12572 0.0 0.0 0.0
H -1.93089 -6.41187 6.91849 0.0 0.0 0.0
H -0.42441 -6.67777 4.69280 0.0 0.0 0.1
N -2.86768 -0.19963 -1.09166 -0.1 0.0 0.0
C -2.92800 0.78602 -0.14180 0.1 0.0 0.0
C -4.12065 1.44259 -0.29525 0.0 0.0 -0.1
C -4.80749 0.82488 -1.37588 0.0 0.0 0.0
C -4.00934 -0.18376 -1.84356 0.1 0.0 0.0
H -2.10328 -0.83682 -1.21568 0.0 -0.1 0.1
H -2.12135 0.93497 0.55609 0.0 0.0 0.0
H -4.46291 2.27035 0.30195 0.0 0.0 0.0
H -5.77511 1.09122 -1.76415 0.0 0.0 0.0
H -4.15444 -0.88586 -2.64545 0.0 0.0 0.0
N -1.11256 2.02116 -2.66272 0.0 0.0 0.0
C -0.76258 3.18129 -3.29186 0.0 0.1 0.1
C 0.11589 2.87137 -4.29522 0.0 0.0 -0.1
C 0.30050 1.46398 -4.27493 0.0 0.0 0.0
C -0.47511 0.96861 -3.25985 0.0 0.0 0.1
H -1.74276 1.95205 -1.88096 -0.1 0.0 0.0
H -1.16676 4.12609 -2.97039 0.0 0.1 -0.1
H 0.57535 3.57659 -4.96646 0.0 0.0 0.0
H 0.93000 0.88410 -4.92784 0.0 0.0 0.0
H -0.62246 -0.03856 -2.91343 0.0 -0.1 0.0
N 4.57512 -1.95962 6.43059 0.0 0.0 0.0
C 3.23833 -1.75747 6.20333 0.1 -0.1 0.0
C 2.78691 -0.86872 7.13935 0.0 0.1 0.0
C 3.89338 -0.51738 7.96049 0.0 0.0 0.0
C 4.98118 -1.20517 7.49878 0.0 0.0 0.0
H 5.16826 -2.56578 5.89839 0.0 0.0 0.0
H 2.72573 -2.25907 5.40154 0.0 0.0 0.0
H 1.77613 -0.50910 7.22597 0.0 0.0 0.0
H 3.88894 0.16245 8.79453 0.0 0.0 0.0
H 6.00260 -1.22218 7.83506 0.0 0.0 0.0
N 2.72699 -4.69097 -5.28972 0.0 0.0 0.0
C 1.47136 -4.27749 -4.94557 0.0 0.0 -0.1
C 1.30105 -4.52479 -3.61142 0.0 -0.1 0.1
C 2.50970 -5.10774 -3.13679 -0.1 -0.1 0.1
C 3.36951 -5.19788 -4.19888 0.0 0.0 0.0
H 3.11980 -4.62903 -6.21085 0.0 0.0 0.0
H 0.81048 -3.84300 -5.67395 0.0 0.0 0.0
H 0.41210 -4.30852 -3.04155 0.0 0.0 0.0
H 2.72928 -5.42410 -2.12918 0.0 0.0 0.0
H 4.37546 -5.57176 -4.26919 0.0 0.0 0.0
N 3.47960 5.37440 -1.95833 0.0 0.1 0.1
C 4.62927 5.97695 -2.38971 0.0 -0.1 0.0
C 4.81484 5.62492 -3.69928 0.0 0.0 0.0
C 3.72967 4.78280 -4.07110 0.1 0.0 0.0
C 2.92292 4.65090 -2.97416 -0.1 -0.1 0.1
H 3.09370 5.46102 -1.03683 -0.1 0.1 0.0
H 5.21141 6.59972 -1.73383 0.0 0.0 0.0
H 5.63352 5.93878 -4.32341 0.0 0.0 0.0
H 3.56083 4.33075 -5.03336 0.0 0.0 0.0
H 2.00329 4.11028 -2.82936 0.0 0.0 0.0
N -3.77618 5.55057 -3.17253 0.0 0.0 0.0
C -2.93142 6.61036 -2.96886 0.0 -0.1 0.1
C -3.08993 7.47960 -4.01266 0.0 -0.1 0.0
C -4.06985 6.92259 -4.88038 0.0 0.0 0.0
C -4.47378 5.73494 -4.33401 0.0 0.0 0.0
H -3.86794 4.75845 -2.56514 0.0 0.0 0.0
H -2.29345 6.65374 -2.10270 0.0 0.0 0.0
H -2.56457 8.40953 -4.14164 0.0 0.0 0.0
H -4.43584 7.34753 -5.79951 0.0 0.0 0.0
H -5.19262 5.00921 -4.67078 0.0 0.0 0.0
N 3.70522 1.61755 2.35268 0.0 0.0 0.0
C 4.49862 2.70656 2.58149 0.0 0.0 0.0
C 4.33814 3.56708 1.52999 0.0 0.1 -0.1
C 3.40542 2.97234 0.63289 0.0 0.0 0.1
C 3.03252 1.76963 1.17040 0.0 0.0 0.1
H 3.63020 0.82637 2.96365 0.0 0.0 0.1
H 5.10640 2.77529 3.46597 0.0 0.0 0.0
H 4.83317 4.51682 1.41469 0.0 0.0 0.0
H 3.05048 3.38108 -0.29537 0.0 -0.1 -0.1
H 2.35186 1.01593 0.81503 0.0 0.0 0.0
N 1.24713 5.17617 1.76943 0.0 0.0 0.0
C 1.03083 6.16999 2.68105 0.0 0.0 0.0
C -0.19509 6.72180 2.41944 0.0 0.0 0.0
C -0.74010 6.03041 1.30407 0.0 0.0 0.0
C 0.17418 5.08217 0.92752 0.0 0.0 0.0
H 2.06797 4.59658 1.71475 0.0 -0.1 0.1
H 1.76349 6.39904 3.43461 0.0 0.0 0.0
H -0.65024 7.53029 2.96474 0.0 0.0 0.0
H -1.69204 6.21013 0.83403 0.0 0.0 0.0
H 0.15368 4.35147 0.13618 0.0 0.0 0.0
N -5.66283 11.32272 -3.66053 0.0 0.0 0.0
C -5.31204 12.48795 -4.28653 0.0 0.0 0.0
C -4.43885 12.17400 -5.29126 0.0 0.0 0.0
C -4.25767 10.76328 -5.26992 0.0 0.0 0.0
C -5.02655 10.26691 -4.25227 -0.1 0.1 0.0
H -6.29031 11.25310 -2.88271 0.0 0.0 0.0
H -5.71143 13.43359 -3.96563 0.0 0.0 0.0
H -3.98074 12.87531 -5.96699 0.0 0.0 0.0
H -3.63441 10.18179 -5.92801 0.0 0.0 0.0
H -5.17543 9.26201 -3.90300 0.0 -0.1 0.0
```
Forces are in eV/Å.

***

Record 2
Molecular formula: C25H26Cl3NO4Re
Method: DFT, ωB97M-V with the def2-TZVPD basis set

Summary:
net charge	0
relative energy (zero: lowest compared OMol25 entry of this formula, charge and spin)	1864.3	kJ/mol
Kohn-Sham gap (spin up / spin down)	0.203 / 0.196	Ha
E	-75707.26405	eV
spin multiplicity	2
<S²>	0.77
highest occupied orbital energy (spin up / spin down)	-0.2314 / -0.2216	Eh

```
60
Properties=species:S:1:pos:R:3:forces:R:3
Re 0.38375 0.03807 -1.22221 -0.9 0.1 -1.1
C 0.17963 -1.48739 2.33219 -0.2 -0.1 -0.1
C -0.43599 -1.91349 1.18285 -0.1 0.1 0.2
C 0.28405 -2.00072 -0.03163 0.5 -0.1 0.0
C 1.66586 -1.67630 -0.02677 -0.1 -0.3 0.0
C 2.28222 -1.27617 1.17336 0.0 0.1 0.3
C 1.55154 -1.16722 2.33006 0.1 0.0 -0.1
H -0.38517 -1.41838 3.25316 0.0 0.0 0.0
H -1.47592 -2.21627 1.19600 0.0 0.0 0.0
H -0.11883 -2.57363 -0.86247 -0.1 0.1 0.0
H 2.26863 -1.98538 -0.87088 0.0 0.2 -0.1
H 3.34387 -1.06344 1.17469 0.0 0.0 0.0
H 2.03013 -0.85498 3.24906 0.0 0.0 0.0
O 2.06244 -0.16811 -2.48044 0.2 -0.2 0.0
O 1.09586 -1.19288 -2.90036 0.1 -0.4 0.5
Cl -1.32392 2.73543 -1.74886 -1.2 0.6 0.5
C 0.77817 3.40008 1.71979 0.0 0.1 0.0
C -0.15611 2.54995 0.83204 -0.9 -0.5 1.2
C -0.25426 3.31488 -0.40183 1.4 -0.5 -0.2
C -1.39340 2.22887 1.69410 -0.1 0.1 -0.1
C 0.61719 1.38661 0.22004 0.4 0.8 0.1
H 0.26040 4.28947 2.08218 0.0 0.0 0.0
H 1.66109 3.71555 1.16465 0.0 0.0 0.0
H 1.09551 2.79656 2.57287 0.0 0.0 0.0
H -2.17241 2.35394 -2.74520 0.2 0.2 -0.2
H 1.91011 0.51964 -3.15125 0.0 0.1 0.0
H -0.70082 3.64084 -2.52897 0.0 0.2 0.2
H -2.02286 3.11692 1.81145 0.0 0.0 0.0
H -1.04076 1.93597 2.68482 0.0 0.0 0.0
H -2.00411 1.40889 1.33051 0.0 0.0 0.0
H 1.62939 1.44153 0.65039 0.1 0.3 -0.5
Cl -6.75711 1.23578 1.34039 0.0 0.0 0.0
C -6.27910 0.12444 2.58288 0.0 0.0 0.0
C -7.09949 -0.02209 3.68625 0.0 0.0 0.0
C -6.71605 -0.85399 4.72601 0.0 0.0 0.0
C -5.51627 -1.53873 4.65124 0.0 0.0 0.0
C -4.72274 -1.40136 3.52585 0.0 0.0 0.0
Cl -3.23823 -2.30635 3.44282 0.0 0.0 0.0
C -5.07183 -0.57264 2.45591 0.0 0.0 0.0
N -4.25427 -0.40233 1.33284 0.0 0.0 0.0
C -4.76932 -0.80255 0.05222 0.0 0.0 0.0
C -5.49396 -1.97844 -0.08860 0.0 0.0 0.0
C -5.97872 -2.35552 -1.33065 0.0 0.0 0.0
C -5.73456 -1.55804 -2.43907 0.0 0.0 0.0
C -5.01661 -0.38090 -2.29490 0.0 0.0 0.0
C -4.53819 0.01419 -1.05280 0.0 0.0 0.1
C -3.77442 1.29568 -0.88953 0.0 -0.1 -0.1
C -2.28409 1.13485 -0.98073 -0.1 -0.1 0.1
O -0.14070 1.11255 -2.55645 0.6 -0.7 -0.6
O -1.70174 0.09078 -0.74889 0.1 0.0 0.1
H -8.02484 0.53472 3.72943 0.0 0.0 0.0
H -7.34923 -0.96227 5.59544 0.0 0.0 0.0
H -5.19283 -2.19173 5.44946 0.0 0.0 0.0
H -3.31418 -0.74649 1.48464 0.0 0.0 0.0
H -5.67362 -2.59740 0.78272 0.0 0.0 0.0
H -6.53885 -3.27554 -1.43340 0.0 0.0 0.0
H -6.10340 -1.85029 -3.41316 0.0 0.0 0.0
H -4.82854 0.24633 -3.15902 0.0 0.0 0.0
H -3.95974 1.71282 0.10659 0.0 0.1 0.0
H -4.09559 2.04133 -1.62167 0.0 0.0 0.0
```
Forces are in eV/Å.

***

Record 3
Molecular formula: C4H6S2
Method: DFT, ωB97M-V with the def2-TZVPD basis set

Summary:
net charge	0
relative energy (zero: lowest compared OMol25 entry of this formula, charge and spin)	134.6	kJ/mol
Kohn-Sham gap	0.317	Ha
E	-25913.89602	eV
SMILES	C=C[C@H](S)C=S
highest occupied orbital energy	-0.3296	Eh

```
12
Properties=species:S:1:pos:R:3:forces:R:3
C 0.59628 1.45288 -0.63231 0.9 -1.0 0.1
C 1.03034 0.42596 0.15886 -0.5 0.3 -2.0
C 0.09870 -0.71746 0.60541 0.1 0.7 0.6
S 0.31740 -2.28020 -0.28710 0.0 0.3 0.0
C -1.28117 -0.09611 0.64321 -0.4 -0.5 0.3
S -2.55951 -0.48863 -0.27262 0.7 0.4 0.6
H 1.34308 2.14641 -1.11713 -1.0 -0.8 0.8
H -0.46861 1.51043 -0.95525 1.0 0.3 0.5
H 2.09939 0.21702 0.22467 -0.2 0.3 0.4
H 0.32994 -1.04338 1.64665 0.0 0.5 -0.5
H -0.21632 -1.83801 -1.42681 0.0 0.0 -0.2
H -1.28951 0.71109 1.41240 -0.4 -0.5 -0.6
```
Forces are in eV/Å.

***

Record 4
Molecular formula: C4H8O2
Method: DFT, ωB97M-V with the def2-TZVPD basis set

Summary:
net charge	0
relative energy (zero: lowest compared OMol25 entry of this formula, charge and spin)	577.5	kJ/mol
Kohn-Sham gap (spin up / spin down)	0.288 / 0.288	Ha
E	-8367.29593	eV
highest occupied orbital energy (spin up / spin down)	-0.3311 / -0.3311	Eh

```
14
Properties=species:S:1:pos:R:3:forces:R:3
C 0.41792 1.20886 1.77824 0.2 0.1 0.5
C -0.13982 0.82236 0.16699 -0.2 0.0 -0.4
O 0.81368 -0.10246 0.33892 -0.2 0.1 0.1
C 0.36196 -1.53457 -1.04016 -0.1 -0.1 -0.1
C -0.78871 -1.05536 -1.59559 0.1 -0.1 0.0
O -1.34899 0.48172 0.13115 0.3 0.0 0.0
H -0.17006 2.11908 1.90802 0.0 -0.1 -0.2
H 1.48365 1.40959 1.82531 -0.2 0.0 0.0
H 0.09417 0.41419 2.44326 0.0 0.1 -0.1
H 0.17372 1.70954 -0.42481 0.0 -0.2 0.1
H 1.31998 -1.40645 -1.53438 -0.2 0.1 0.1
H 0.31559 -2.28675 -0.26076 0.0 0.1 -0.2
H -1.76773 -1.38919 -1.27839 0.1 0.0 0.0
H -0.75323 -0.40992 -2.47047 0.0 0.0 0.2
```
Forces are in eV/Å.

***

Record 5
Molecular formula: C6H6O2
Method: DFT, ωB97M-V with the def2-TZVPD basis set

Summary:
net charge	0
relative energy (zero: lowest compared OMol25 entry of this formula, charge and spin)	457.9	kJ/mol
Kohn-Sham gap (spin up / spin down)	0.262 / 0.236	Ha
E	-10408.66403	eV
highest occupied orbital energy (spin up / spin down)	-0.2777 / -0.2590	Eh

```
14
Properties=species:S:1:pos:R:3:forces:R:3
C -0.12689 0.38790 0.63362 0.5 0.5 -0.4
C 0.37731 1.04946 -1.30241 -0.3 -0.5 0.1
C 1.31657 1.41022 -0.20359 -0.6 -0.5 0.6
C -0.69059 0.44101 -0.74819 0.2 0.2 -0.3
C -0.11890 -0.74971 1.52153 0.1 -0.3 0.0
C -0.74398 -1.89525 1.22236 0.1 0.3 0.0
O 0.39618 1.53593 1.03083 0.1 0.2 -0.2
O 0.72321 1.31107 -2.56745 -0.1 0.1 0.1
H 0.05607 0.95121 -3.16776 0.1 0.0 0.1
H 2.12830 0.71513 0.01122 -0.1 0.0 0.1
H -1.68345 0.19842 -1.09222 0.0 0.0 0.0
H 0.38010 -0.60375 2.47237 0.0 0.0 0.0
H -1.23812 -2.03112 0.26910 0.0 0.0 0.0
H -0.77582 -2.72051 1.92059 0.0 0.0 0.0
```
Forces are in eV/Å.

***

Record 6
Molecular formula: C4H6N2O
Method: DFT, ωB97M-V with the def2-TZVPD basis set

Summary:
net charge	0
relative energy (zero: lowest compared OMol25 entry of this formula, charge and spin)	96.2	kJ/mol
Kohn-Sham gap	0.288	Ha
E	-9272.50466	eV
SMILES	Nc1ccc(O)[nH]1
highest occupied orbital energy	-0.2561	Eh

```
13
Properties=species:S:1:pos:R:3:forces:R:3
N 2.24595 0.43118 -0.37210 0.1 -0.1 0.0
C 0.87032 0.14388 -0.31004 -0.2 0.0 -0.1
C -0.08226 0.07325 -1.28490 0.2 0.0 0.0
C -1.35714 -0.10052 -0.63351 -0.1 0.0 0.1
C -1.11086 -0.12438 0.70469 0.2 0.1 -0.3
O -1.89278 -0.25096 1.81189 -0.2 0.0 -0.1
N 0.23817 0.03602 0.91312 0.0 -0.1 0.0
H 2.69821 -0.02369 -1.15269 -0.1 0.0 0.0
H 2.74668 0.19574 0.47408 -0.1 0.0 0.0
H 0.09138 0.16786 -2.34781 0.0 0.0 0.1
H -2.32468 -0.17102 -1.11131 0.1 0.0 0.1
H -2.81127 -0.18897 1.52509 0.1 0.0 0.1
H 0.68826 -0.18840 1.78348 0.0 0.1 0.0
```
Forces are in eV/Å.